Formula: C26H52Cl26
Source: the OMol25 dataset
Level of theory: the ωB97M-V functional and the def2-TZVPD basis

Structure (XYZ):
```
104
C26H52Cl26, DFT the ωB97M-V functional and the def2-TZVPD basis
Cl 1.9631 -6.2115 -3.8614
Cl 4.5615 0.2769 -4.4343
Cl 8.6843 0.2844 1.0214
Cl 2.2655 -2.9184 -3.2169
Cl 0.7155 -0.2834 3.5116
Cl -6.6449 -4.4651 1.9406
Cl 0.4750 1.7077 -4.3742
Cl 0.5560 -3.8885 1.3044
Cl -4.2126 3.4040 -3.3398
Cl 2.6706 -4.1512 4.0194
Cl 5.9540 -1.5770 1.0362
Cl -1.5119 -0.4464 -1.4158
Cl -2.3356 -0.4473 2.2033
Cl -6.6558 2.7266 0.5988
Cl -5.7735 -4.8957 -1.9686
Cl -2.6587 2.9219 0.8643
Cl -2.3039 -4.6805 2.4118
Cl -2.3399 5.8222 -1.7306
Cl 4.2260 3.5445 -0.0142
Cl 2.6687 4.7064 3.0225
Cl -5.4552 -0.3382 0.2542
Cl -2.4015 -4.8168 -1.5455
Cl 4.0780 1.0255 5.0413
Cl 1.0641 3.6730 -0.9539
Cl -2.6459 3.4409 4.0324
Cl 2.2821 0.1873 0.5815
C 2.2545 1.7261 -4.2162
C 7.1892 0.6904 0.0523
C -4.0519 -4.6580 2.7886
C -1.8121 -1.3165 3.6673
C -3.3866 -3.3905 -2.1046
C 0.9510 -4.0207 -2.6874
C 2.9588 2.3782 4.5914
C 3.5033 3.1153 3.3281
C -5.5979 0.8921 -1.0436
C -4.6212 -3.8159 -2.8788
C 0.7586 0.5737 -0.3319
C 6.0286 0.2353 0.7826
C 1.4704 -5.3815 -2.3533
C -4.9435 -4.9270 1.6013
C 2.3091 4.9209 -1.2911
C 3.1018 -4.0199 2.3210
C 2.8071 0.2849 -4.0385
C 2.1935 -3.1405 1.5384
C -1.1036 3.2874 3.1201
C 3.6503 4.3322 -1.5400
C -0.8306 -0.5361 4.4368
C -2.6966 4.1742 -3.9095
C -1.7876 4.4679 -2.8002
C -0.0287 -0.7457 -0.4678
C -6.8049 1.7609 -0.8773
C -1.3429 3.7623 1.7132
H 2.3446 5.4532 -0.3640
H -2.6995 -2.7776 -2.7265
H -0.2595 3.8440 3.5715
H -0.7701 4.7641 -3.0896
H 5.0936 0.5324 0.2925
H -0.8388 2.2290 3.1674
H -1.7885 3.5944 -2.1287
H -4.6033 -4.2773 0.8083
H 2.6378 -3.0229 0.5454
H 6.0130 0.7563 1.7279
H -4.2723 -3.6506 3.1691
H -5.6114 0.3142 -1.9533
H 4.1487 -3.6771 2.3097
H -0.2736 -1.2505 0.4448
H 7.0962 1.7552 -0.0426
H 0.5516 -1.4641 -1.1074
H 3.1870 -5.0427 1.9438
H 0.9997 0.9553 -1.3305
H 0.4529 -3.6562 -1.8019
H -6.9095 2.3769 -1.7403
H -5.0213 -5.9461 1.2346
H 3.3686 2.5347 2.4389
H 2.6333 2.4738 -3.5063
H 2.3378 -0.4026 -4.7457
H -5.2619 -2.9461 -3.0658
H -1.3999 -2.2544 3.2490
H 7.4206 0.1748 -0.8603
H -4.6719 1.5102 -1.0668
H 2.5778 2.1302 -5.1867
H 4.5777 3.3832 3.5789
H 1.9943 1.9633 4.3554
H -2.6565 -1.4417 4.3238
H 1.9209 5.5355 -2.1153
H 0.1726 1.3627 0.1325
H 2.7427 -0.0545 -2.9991
H -4.1936 -5.4495 3.5261
H -7.6562 1.1125 -0.7015
H 3.7008 3.5462 -2.2803
H 0.6983 -5.9306 -1.7933
H -1.5286 4.8463 1.6401
H 4.4142 5.1368 -1.8097
H -3.5934 -2.8397 -1.2004
H -4.4159 -4.4466 -3.7891
H -1.1942 0.4154 4.7930
H 2.3297 -5.2873 -1.6703
H -0.4785 -1.0343 5.3207
H -3.0668 5.0997 -4.4079
H -2.2662 3.4475 -4.5578
H -0.4767 3.6171 1.1027
H 0.2230 -4.1533 -3.4704
H 2.8880 3.0999 5.4215
H 1.9895 -2.2093 2.0241
```

## Properties
HOMO-LUMO gap (eV): 10.46
E_LUMO (eV): 0.005
2S+1: 1
Relative energy (zero: lowest compared OMol25 entry of this formula, charge and spin) (eV): 0.000

Formula: C57H54Cl2FN7O5SSrTe
Source: the OMol25 dataset
Level of theory: the ωB97M-V functional and the def2-TZVPD basis

Structure (XYZ):
```
129
C57H54Cl2FN7O5SSrTe, DFT the ωB97M-V functional and the def2-TZVPD basis
Te -2.4450 -2.4759 -2.6769
Sr -0.9872 -1.2063 0.0716
Cl 2.2832 -1.7865 -2.9328
Cl 2.0303 -6.2449 0.2816
S 0.5295 -3.5209 -0.7568
F 5.0666 2.0171 1.3748
O -1.5190 -3.3005 1.5847
O 0.8216 0.2111 -0.1920
O -1.5009 0.6182 1.3354
O -1.2446 -0.2298 -1.9227
O -1.9713 1.5418 -3.1254
N 4.8185 6.5563 3.0904
N -5.9554 -1.1709 0.2014
N 0.7121 -0.4093 2.9702
N 0.7141 4.0809 -1.2790
N -3.4839 -1.3813 0.0932
N 4.7397 4.8037 1.3819
N 0.1149 -1.2999 2.3464
C -0.1113 -3.6949 -4.2951
C 2.3028 1.5292 4.2459
C -0.1816 3.1899 -1.8041
C -0.2012 6.2122 -0.4017
C 0.8025 1.3265 -0.6746
C 0.5328 5.5099 -1.5346
C 5.0447 7.1739 1.7321
C -7.7594 -0.4607 -1.2838
C 3.9530 2.5491 0.8210
C 4.0273 -5.5866 -1.3224
C 2.9701 1.7253 0.3735
C 2.7874 -5.1650 -0.8670
C -4.0735 -4.6242 -4.1879
C 1.5618 -2.9681 3.4997
C -1.2615 1.0019 -2.2779
C -4.6377 -1.2863 0.1432
C -0.4217 -3.6693 2.3259
C 2.6969 3.8356 4.8846
C 0.4438 -2.6475 2.7507
C -0.1905 3.7147 2.5213
C 2.1418 -3.9612 -1.2846
C -0.1513 -4.9793 2.6868
C 1.8726 2.2567 -0.2836
C 1.7793 3.6201 -0.5153
C -0.9233 -2.5745 -4.1426
C 1.1472 -2.5492 -6.0104
C 0.9200 3.2921 3.3221
C 1.6729 4.2296 4.0589
C -0.7221 1.3856 1.9510
C -2.6186 -5.5690 -2.5221
C 2.7323 4.4645 0.0744
C -6.7924 -1.5810 -0.9419
C 0.9745 -5.2800 3.4401
C -0.2030 1.8583 -1.5699
C -4.5137 -5.9005 -4.5286
C -0.9669 2.8215 1.8895
C 0.3385 -1.4322 -5.8543
C 5.8954 5.5423 3.3761
C -4.0094 -7.0142 -3.8642
C 0.9195 -3.6796 -5.2300
C 0.3872 0.9434 2.7211
C 5.6283 4.3404 2.4397
C 1.2026 1.9060 3.4189
C -7.6226 0.3738 1.0920
C 3.8187 3.9369 0.7432
C 3.0179 2.4591 4.9582
C 4.7254 -4.8273 -2.2481
C -3.0597 -6.8476 -2.8629
C 5.2439 5.9978 0.7389
C -0.6947 -1.4422 -4.9210
C -3.1207 -4.4431 -3.1803
C -8.5576 -0.0409 -0.0471
C -2.3081 -4.3821 1.0593
C -6.6497 -0.7466 1.4262
C 2.9104 -3.2488 -2.2289
C 4.1519 -3.6549 -2.7018
C 1.8420 -4.2789 3.8462
H 3.8224 2.1280 5.6087
H -1.2096 5.8067 -0.2938
H 3.9507 6.0147 3.0174
H 6.3056 5.8923 0.4935
H -1.8238 3.1275 1.2964
H 4.7083 6.1958 -0.1836
H 2.6230 5.5422 0.0250
H -8.1898 0.6348 1.9881
H 2.5433 0.4766 4.3261
H -2.8448 -4.8835 1.8667
H 3.0347 0.6466 0.4932
H 3.2185 4.5546 5.5079
H -0.2809 7.2850 -0.5990
H -1.3180 -0.5630 -4.7903
H -7.0495 1.2561 0.7915
H 4.4354 -6.5186 -0.9478
H -4.3504 -8.0076 -4.1313
H 0.5088 -0.5463 -6.4558
H -0.2607 -4.5703 -3.6760
H 2.2247 -2.1622 3.7907
H 6.8461 6.0309 3.1846
H -5.9065 -0.4405 2.1560
H -4.4641 -3.7613 -4.7144
H -5.2461 -6.0253 -5.3168
H 1.9608 -2.5385 -6.7264
H -0.4135 4.7775 2.4591
H 1.5603 -4.5485 -5.3309
H -9.1768 -0.8835 0.2853
H 5.1459 3.5501 2.9958
H -1.6620 -5.0819 0.5326
H -0.9473 3.6027 -2.4532
H 4.6519 -3.0420 -3.4445
H -8.4231 -0.7923 -2.0845
H -3.0080 -3.9396 0.3634
H 1.5080 5.9615 -1.7118
H -6.1401 -1.8288 -1.7749
H 4.7271 7.2542 3.8208
H -2.6504 -7.7116 -2.3526
H 5.6912 -5.1539 -2.6205
H 0.3186 6.0676 0.5509
H -0.8022 -5.7794 2.3623
H -0.0195 5.5991 -2.4664
H -7.1863 0.3919 -1.6597
H -9.2373 0.7757 -0.2939
H 5.8370 5.2680 4.4234
H 1.3767 5.2751 4.0041
H 2.7338 -4.5166 4.4157
H -7.3446 -2.4828 -0.6620
H 1.1804 -6.3141 3.6887
H -7.1938 -1.6040 1.8339
H -1.8492 -5.4468 -1.7643
H 6.5821 3.9698 2.0593
H 4.1690 7.7781 1.5060
H 5.9177 7.8169 1.8072
```

## Properties
HOMO-LUMO gap (eV): 4.10
E_LUMO (eV): -1.363
2S+1: 1

Formula: C10H26O2S2
Source: the OMol25 dataset
Level of theory: the ωB97M-V functional and the def2-TZVPD basis

Structure (XYZ):
```
40
C10H26O2S2, DFT the ωB97M-V functional and the def2-TZVPD basis
S -5.9484 3.5527 1.0011
S -0.3379 1.9323 3.1006
O -0.5547 2.3698 4.4938
O -5.9433 2.2582 1.7198
C -4.6449 4.5507 1.7391
C 2.1845 -2.0188 -2.6218
C 2.8927 -3.2689 -3.1287
C 3.4687 -2.0232 -0.3943
C 2.1266 -1.9027 -1.1051
C 2.8802 -3.4171 -4.6456
C -1.9048 1.3513 2.4410
C 0.4630 0.3270 3.1793
C 3.4260 -1.4774 1.0238
C -5.1763 3.2532 -0.5966
H -2.5705 2.2030 2.3717
H 0.5052 -0.1376 2.1937
H -4.6707 4.1491 -0.9542
H 4.2165 -1.4564 -0.9568
H 1.6522 -0.9419 -0.8701
H -5.0771 5.0680 2.5917
H -3.8149 3.9042 2.0127
H -1.6405 0.9639 1.4511
H 2.6114 -1.1285 -3.0961
H 3.0635 -4.4613 -4.8996
H 1.4281 -2.6592 -0.7295
H 1.9116 -3.1374 -5.0669
H -4.2920 5.3010 1.0305
H 3.7735 -3.0718 -0.3813
H -0.0986 -0.3299 3.8426
H 2.4357 -4.1576 -2.6823
H 3.0604 -0.4484 0.9808
H 3.9347 -3.2601 -2.7946
H 1.1550 -2.0611 -3.0002
H 4.4256 -1.4993 1.4593
H -2.3065 0.5023 2.9911
H -5.9869 3.0444 -1.2940
H 3.6337 -2.7910 -5.1233
H 1.4616 0.5447 3.5499
H 2.7625 -2.0261 1.6948
H -4.5049 2.4000 -0.5275
```

## Properties
HOMO-LUMO gap (eV): 9.46
E_LUMO (eV): 0.517
2S+1: 1
Relative energy (zero: lowest compared OMol25 entry of this formula, charge and spin) (eV): 0.000

Formula: C4H7MnO
Source: the OMol25 dataset
Level of theory: the ωB97M-V functional and the def2-TZVPD basis

Structure (XYZ):
```
13
C4H7MnO, DFT the ωB97M-V functional and the def2-TZVPD basis
Mn 3.8453 0.7086 -0.6306
O 2.0923 0.4777 -0.6801
C -0.2011 0.4668 0.1133
C 1.1229 -0.2436 -0.0237
C -1.3952 -0.0228 -0.6600
C -1.3370 -0.2085 0.8325
H -1.1638 -1.2180 1.2122
H 0.9475 -1.2179 -0.5275
H -0.1207 1.5504 0.2422
H -1.2582 -0.9060 -1.2880
H -2.0883 0.7179 -1.0615
H 1.5445 -0.5089 1.0144
H -1.9880 0.4043 1.4568
```

## Properties
HOMO-LUMO gap (spin up / spin down) (eV): 7.40 / 9.69
E_LUMO (spin up / spin down) (eV): 0.369 / 0.112
2S+1: 7

Question: What is the formula in the fourth record?
Answer: C4H7MnO